(1)
51
Properties=species:S:1:pos:R:3:mulliken_spin:R:1 method="wB97M-V/def2-TZVPD" s2=0.750 spin_multiplicity=2 orbital_gap_ev="3.45 / 8.99"
Li 2.4249 -0.7569 0.0580 0.663
Li -0.9378 -0.9490 -0.1217 0.498
Cl 0.7397 -2.4325 -0.1609 -0.203
C -1.2251 0.4416 -6.7596 0.000
O -0.5248 -0.2187 -5.6835 -0.005
C -1.3690 -1.0838 -4.8793 0.005
C -0.4275 -1.7579 -3.8748 0.069
N -1.2849 -2.3617 -2.7292 -0.021
C -1.6104 -3.7672 -2.8208 0.017
C -2.7878 -4.1054 -1.9205 -0.008
O -3.8926 -3.5421 -2.6349 0.000
C -4.8710 -4.4551 -2.9993 0.000
H -1.8793 1.2430 -6.4162 0.000
H -1.7280 -0.2564 -7.4290 0.000
H -0.4271 0.8715 -7.3650 0.000
H -1.8321 -1.8078 -5.5496 0.002
H -2.1232 -0.4334 -4.4362 0.005
H 0.1143 -0.9706 -3.3507 0.006
H 0.2806 -2.4958 -4.2520 0.001
H -0.6501 -2.3721 -1.9438 -0.064
H -0.7077 -4.3481 -2.6317 0.005
H -1.9797 -4.0905 -3.7940 0.001
H -2.5321 -3.7832 -0.9111 0.019
H -2.9371 -5.1609 -1.6931 0.001
H -5.8451 -4.1459 -3.3783 0.000
H -5.1358 -5.0801 -2.1464 0.000
H -4.3754 -5.0548 -3.7627 0.000
C 2.7055 5.7990 1.6469 0.002
O 2.2977 4.5973 2.3882 -0.002
C 2.2606 4.8080 3.8061 0.003
C 1.8137 3.5134 4.4971 0.001
N 2.9219 2.5106 4.2728 -0.005
C 2.8185 1.4051 5.3372 -0.002
C 1.5151 0.6691 5.2143 -0.004
O 1.5935 0.2150 3.8739 -0.096
C 0.5780 -0.6309 3.3601 0.087
H 3.5542 6.2482 2.1627 0.000
H 1.9101 6.5441 1.6297 0.000
H 2.9942 5.7161 0.5991 0.001
H 1.4870 5.5663 3.9272 0.000
H 3.1753 5.2197 4.2326 0.000
H 0.8424 3.1928 4.1204 0.003
H 1.6486 3.7544 5.5472 0.001
H 3.8066 2.9358 4.5107 0.001
H 2.7915 1.8433 6.3349 0.000
H 3.6730 0.7380 5.2236 0.000
H 0.5968 1.2154 5.4297 0.003
H 1.5591 -0.1282 5.9562 0.003
H 0.7592 -0.7546 2.2924 0.029
H -0.4821 -0.4427 3.5296 0.016
H 0.7037 -1.6609 3.6940 -0.028



(2)
90
Properties=species:S:1:pos:R:3:mulliken_charge:R:1 method="wB97M-V/def2-TZVPD" e_above_lowest_kcal_mol=120.0 spin_multiplicity=1 orbital_gap_ev=10.54 smiles="CCOS(C)(=O)=O.CCOS(C)(=O)=O.CCOS(C)(=O)=O.CCOS(C)(=O)=O.CCOS(C)(=O)=O.CCOS(C)(=O)=O"
C 14.9135 12.2887 -24.1807 -0.957
C 13.9782 13.3672 -23.6319 -0.136
O 14.2133 13.5606 -22.2329 -0.260
S 15.2344 14.8540 -21.7941 1.121
C 15.0969 14.6026 -19.9567 -0.890
O 16.5979 14.5118 -22.1579 -0.579
O 14.6113 16.1757 -22.1021 -0.605
H 14.8924 12.1598 -25.2629 0.291
H 14.5345 11.3502 -23.7761 0.282
H 15.9329 12.3362 -23.7977 0.385
H 14.2658 14.2886 -24.1383 0.296
H 12.9428 13.1291 -23.8755 0.106
H 14.0901 14.4849 -19.5561 0.317
H 15.6017 15.3409 -19.3337 0.354
H 15.7220 13.7096 -19.9549 0.312
C 13.2687 3.1675 -29.8686 -0.908
C 12.8901 1.6953 -29.6185 -0.537
O 13.9610 0.8270 -29.6683 -0.317
S 13.8464 -0.5277 -28.7404 1.190
C 14.2101 0.1516 -27.0855 -0.814
O 12.4176 -0.8349 -28.8040 -0.620
O 14.8481 -1.4963 -29.2393 -0.597
H 12.3324 3.7027 -29.7103 0.293
H 13.4268 3.4352 -30.9133 0.391
H 13.9803 3.4464 -29.0914 0.257
H 12.3399 1.6741 -28.6778 0.433
H 12.2083 1.4549 -30.4343 0.305
H 14.3530 1.2314 -27.1261 0.255
H 15.1587 -0.3630 -26.9323 0.352
H 13.6091 -0.2142 -26.2529 0.327
C 17.1640 8.4237 -25.7465 -1.134
C 17.4711 7.5384 -26.9752 -0.288
O 17.7667 8.2572 -28.1543 -0.331
S 18.8745 7.5043 -29.1311 1.100
C 20.4348 8.4577 -28.6658 -0.919
O 18.9730 6.1044 -28.7011 -0.605
O 18.5198 7.8044 -30.5014 -0.568
H 16.4353 9.1444 -26.1177 0.204
H 18.0123 8.9523 -25.3118 0.388
H 16.7246 7.7247 -25.0348 0.331
H 18.3857 7.0620 -26.6220 0.496
H 16.8179 6.6672 -27.0240 0.381
H 21.3162 8.3914 -29.3036 0.387
H 20.7650 8.0274 -27.7204 0.307
H 20.2410 9.5286 -28.6053 0.325
C 13.8955 6.5216 -27.3268 -0.209
C 13.0890 7.5828 -26.5270 -0.538
O 12.8133 8.5508 -27.5641 0.020
S 12.0988 9.9934 -26.9998 0.786
C 12.1610 10.9049 -28.6687 -0.891
O 10.6944 9.6070 -26.7203 -0.643
O 12.9489 10.6179 -26.0121 -0.453
H 14.3054 5.8072 -26.6129 0.593
H 14.7774 6.9722 -27.7822 -0.468
H 13.2717 6.0913 -28.1102 -0.046
H 12.1403 7.3377 -26.0494 0.407
H 13.8306 8.0110 -25.8527 0.271
H 11.5570 10.4332 -29.4438 0.254
H 13.2061 10.8448 -28.9723 0.408
H 11.8789 11.9577 -28.6595 0.305
C 9.2048 13.5703 -28.1822 -1.142
C 8.7270 12.6889 -27.0465 -0.086
O 9.6496 12.8328 -25.9440 -0.207
S 9.2101 13.0274 -24.3595 0.992
C 8.7455 11.2263 -24.2608 -0.754
O 10.4215 13.2144 -23.5655 -0.500
O 8.0320 13.9141 -24.2428 -0.614
H 8.6175 13.4770 -29.0957 0.398
H 10.2024 13.2938 -28.5234 0.124
H 9.2616 14.6262 -27.9179 0.336
H 7.7172 12.9773 -26.7548 0.467
H 8.7097 11.6585 -27.4015 0.210
H 9.5746 10.7019 -24.7360 0.077
H 7.7741 11.0572 -24.7255 0.327
H 8.5278 10.9089 -23.2411 0.435
C 10.2233 7.5677 -30.3133 -1.469
C 11.6371 7.0978 -30.6888 0.284
O 12.5977 8.1889 -30.6209 -0.267
S 13.8784 8.2315 -31.6598 1.134
C 14.8981 7.2656 -30.5846 -0.336
O 13.4980 7.5261 -32.8508 -0.624
O 14.3456 9.6445 -31.6135 -0.617
H 10.0727 8.0670 -29.3562 0.276
H 9.7560 6.6344 -29.9990 0.429
H 9.6285 8.0611 -31.0820 0.370
H 11.9011 6.2755 -30.0238 -0.114
H 11.5426 6.7431 -31.7152 0.464
H 15.4113 7.8953 -29.8578 0.162
H 15.5339 6.8228 -31.3513 0.474
H 14.3190 6.4336 -30.1840 -0.145



(3)
125
Properties=species:S:1:pos:R:3:mulliken_charge:R:1 method="wB97M-V/def2-TZVPD" e_above_lowest_kcal_mol=33.7 spin_multiplicity=1 orbital_gap_ev=9.78 smiles="CCOC(=O)C(F)(F)F.CCOC(=O)C(F)(F)F.CCOC(=O)C(F)(F)F.CCOC(=O)C(F)(F)F.COCCOCCOC.COCCOCCOC.COCCOCCOC"
C 4.1218 4.1533 -4.4917 -1.473
C 3.3802 2.8367 -4.4618 0.774
O 3.9598 1.9559 -5.4288 -0.273
C 3.6599 2.0752 -6.6993 0.392
O 2.8233 2.8168 -7.1297 -0.527
C 4.4077 1.0881 -7.5955 0.861
F 3.6252 0.7549 -8.6201 -0.256
F 5.4949 1.6901 -8.1089 -0.272
F 4.7839 -0.0067 -6.9472 -0.188
H 5.2020 3.9633 -4.5237 0.385
H 4.0039 4.7364 -3.5798 0.307
H 3.9849 4.7481 -5.3966 0.405
H 2.3182 2.9746 -4.6592 0.264
H 3.5003 2.5381 -3.4218 -0.503
C 0.5436 -3.2308 -4.8880 -1.296
C 0.5710 -3.5008 -3.3910 0.379
O 1.9328 -3.8010 -3.0880 -0.237
C 2.2514 -4.3667 -1.9421 0.387
O 1.5004 -4.7533 -1.0942 -0.554
C 3.7707 -4.6572 -1.7994 0.957
F 4.3611 -4.6599 -2.9961 -0.251
F 4.3486 -3.8175 -0.9478 -0.235
F 3.9364 -5.8853 -1.2830 -0.276
H 0.9053 -4.0379 -5.5252 0.382
H 1.2386 -2.4071 -5.0748 0.189
H -0.4425 -2.9474 -5.2533 0.388
H -0.0353 -4.3863 -3.1888 0.513
H 0.1753 -2.6304 -2.8717 -0.274
C -1.2110 6.6579 -1.1884 -0.807
C -2.0803 5.6124 -1.8580 -0.434
O -1.3648 4.3623 -1.9469 0.103
C -1.8196 3.4412 -2.7878 -0.215
O -2.8175 3.5058 -3.4325 -0.554
C -0.8924 2.2314 -2.8765 1.236
F 0.2307 2.3852 -2.1835 -0.015
F -1.5158 1.1506 -2.4188 -0.237
F -0.5698 2.0108 -4.1477 -0.291
H -1.4196 6.6913 -0.1228 0.231
H -1.2405 7.6534 -1.6268 0.363
H -0.1660 6.3679 -1.3428 0.023
H -2.4951 5.8508 -2.8351 0.487
H -2.9034 5.3962 -1.1716 0.281
C -1.9428 2.7219 0.7486 -0.371
C -2.0573 2.9260 2.2660 -1.106
O -3.4226 2.9174 2.6671 -0.262
C -4.0796 4.0731 2.6605 0.445
O -3.7196 5.0176 2.0283 -0.531
C -5.3409 4.0711 3.5305 0.782
F -6.3886 4.5691 2.8840 -0.251
F -5.6439 2.8221 3.8970 -0.228
F -5.1055 4.8334 4.5978 -0.250
H -2.4395 3.6200 0.3784 0.118
H -2.4002 1.8214 0.3478 0.300
H -0.8979 2.7661 0.4428 0.219
H -1.6072 3.8976 2.4726 0.496
H -1.5347 2.1451 2.8141 0.530
C -3.6422 -2.2833 6.8433 -0.823
O -3.8359 -3.6394 6.4870 -0.024
C -2.7248 -4.4544 6.7161 -0.529
C -2.8076 -5.8347 6.1218 -0.699
O -3.7333 -6.6415 6.7972 -0.385
C -4.7789 -7.1681 5.9778 -0.775
C -5.6844 -6.1294 5.3331 0.115
O -6.5494 -5.5713 6.2914 -0.335
C -7.1828 -4.4152 5.7777 -0.520
H -4.6430 -1.8672 6.9614 0.212
H -3.0427 -1.8567 6.0353 0.263
H -3.1770 -2.1598 7.8284 0.340
H -2.6397 -4.6544 7.8015 0.284
H -1.7847 -3.9398 6.4650 0.430
H -1.7860 -6.2253 6.2437 0.388
H -2.9610 -5.8040 5.0366 0.363
H -5.3056 -7.8338 6.6691 0.349
H -4.3789 -7.9345 5.3018 0.359
H -6.2038 -6.6408 4.5123 0.368
H -5.0198 -5.3608 4.9256 0.007
H -7.5349 -3.8634 6.6504 0.238
H -8.0663 -4.6472 5.1680 0.329
H -6.5499 -3.7826 5.1507 0.094
C 2.0053 4.5014 -1.1321 -1.041
O 3.1499 3.6813 -1.2421 0.003
C 3.6052 3.1634 -0.0098 -0.372
C 5.0514 2.7710 -0.2398 -0.958
O 5.0804 1.4520 -0.8425 0.006
C 6.3638 1.0590 -1.2389 -0.803
C 6.2826 -0.4669 -1.5819 -0.720
O 5.1743 -0.9316 -2.2826 -0.134
C 5.2275 -0.5162 -3.6312 -0.712
H 2.2147 5.4562 -0.6367 0.466
H 1.2122 4.0256 -0.5475 0.299
H 1.6688 4.6440 -2.1560 0.373
H 2.9666 2.3353 0.3039 0.082
H 3.6354 3.9578 0.7454 0.425
H 5.6594 2.6284 0.6576 0.456
H 5.5207 3.4409 -0.9636 0.358
H 7.0634 1.0734 -0.3984 0.425
H 6.7091 1.5680 -2.1428 0.363
H 6.4569 -0.9682 -0.6276 0.415
H 7.2125 -0.6873 -2.1298 0.404
H 5.3729 0.5593 -3.7592 0.180
H 4.2602 -0.7129 -4.0983 0.088
H 5.9563 -1.0719 -4.2264 0.471
C 2.2722 -0.2153 -2.6900 -0.318
O 1.0078 -0.4027 -2.1020 -0.210
C 1.0877 -0.5428 -0.7022 0.086
C -0.2625 -0.9294 -0.1455 -0.788
O -0.7420 -0.0878 0.8988 -0.127
C -1.9405 -0.4612 1.5079 0.152
C -1.7107 -1.5742 2.5316 -0.867
O -2.5836 -1.6554 3.6406 -0.333
C -3.9386 -1.5294 3.3039 -0.591
H 2.8397 0.7087 -2.5554 -0.434
H 2.1317 -0.4738 -3.7405 0.391
H 3.0131 -0.9570 -2.3530 0.515
H 1.5824 0.3068 -0.2201 -0.301
H 1.7306 -1.3912 -0.4300 0.311
H -0.2268 -1.9690 0.1919 0.400
H -1.0279 -0.8600 -0.9288 0.353
H -2.6997 -0.7899 0.7897 0.449
H -2.3336 0.3985 2.0545 -0.257
H -0.6726 -1.5803 2.8713 0.357
H -1.7446 -2.5731 2.0649 0.443
H -4.5978 -1.7515 4.1456 0.084
H -4.2126 -2.1836 2.4701 0.336
H -4.2673 -0.5028 3.0936 0.196



Calculated values (Ha) of total energy for the records, taken in order: -1360.7901; -4457.8257; -3810.0024.